# C33H31FeN7OS3

C33H31FeN7OS3 as an isolated structure in a non-equilibrium geometry (the ωB97M-V functional and the def2-TZVPD basis, the Open Molecules 2025 dataset).

The total charge is +1. The calculation puts the lowest unoccupied orbital energy (alpha / beta) at -3.982 / -3.807 eV. The HOMO-LUMO gap (alpha / beta) is 0.2253 / 0.2346 hartree. Its multiplicity is 2. The expectation value of S² is 0.845.

Structure (XYZ):
```
76
Properties=species:S:1:pos:R:3:forces:R:3:mulliken_charge:R:1
Fe -0.064 -0.309 0.012 -0.172 -0.988 -1.636 -0.217
C 1.097 3.617 -0.296 -0.084 -0.011 0.012 -1.676
C 0.483 2.288 0.013 -0.084 0.400 0.090 1.503
N 0.436 1.326 -0.832 0.313 0.121 0.013 0.970
N 0.804 1.528 -2.151 0.069 -0.215 0.236 -1.018
C 0.435 0.510 -2.857 -0.029 -0.104 -0.090 0.270
S -0.367 -0.903 -2.231 -0.321 0.541 0.624 -0.339
S 0.752 0.427 -4.566 0.006 0.065 -0.045 -0.091
C 1.274 2.141 -4.951 -0.152 -0.063 0.038 -0.840
C 0.127 3.010 -5.389 0.008 -0.085 0.046 0.415
C -0.207 3.110 -6.736 0.001 0.014 -0.018 -0.580
C -1.287 3.883 -7.139 0.021 -0.013 0.016 -0.565
C -2.047 4.561 -6.196 0.017 -0.006 0.011 -0.409
C -1.721 4.463 -4.849 0.025 -0.023 -0.008 -0.681
C -0.640 3.691 -4.448 -0.037 0.051 -0.020 0.225
C -0.168 2.024 1.312 0.005 0.159 -0.038 -0.210
C 0.279 2.653 2.482 0.136 0.001 -0.160 -0.535
C -0.392 2.502 3.670 -0.163 -0.096 0.106 -0.915
C -1.577 1.752 3.696 0.076 0.097 0.058 -0.557
C -2.044 1.131 2.561 -0.131 -0.225 -0.139 -0.462
C -1.339 1.210 1.346 -0.034 0.403 -0.195 1.121
O -1.749 0.554 0.256 0.785 -0.007 0.381 -0.928
H 0.981 3.850 -1.351 0.009 -0.002 0.000 0.222
H 2.170 3.578 -0.084 -0.041 -0.020 0.002 0.347
H 0.652 4.403 0.311 0.003 -0.010 -0.004 0.465
H 2.017 2.029 -5.738 0.009 0.017 -0.019 0.584
H 1.755 2.517 -4.052 0.070 0.045 -0.036 0.268
H 0.384 2.579 -7.475 -0.027 0.034 0.029 0.368
H -1.535 3.956 -8.191 0.012 0.000 0.035 0.371
H -2.888 5.167 -6.509 0.026 -0.024 0.014 0.381
H -2.312 4.989 -4.109 0.020 -0.010 -0.022 0.396
H -0.390 3.607 -3.396 -0.006 -0.002 -0.043 0.254
H 1.181 3.256 2.445 -0.062 -0.012 -0.022 0.530
H -0.025 2.976 4.571 -0.027 -0.008 -0.027 0.457
H -2.136 1.665 4.620 0.022 -0.011 -0.028 0.428
H -2.962 0.554 2.564 0.043 0.032 0.051 0.508
C 5.542 0.923 1.121 0.014 -0.012 -0.014 -0.523
C 4.710 0.909 0.012 0.039 0.019 0.035 -1.086
C 3.385 0.523 0.146 -0.077 -0.059 -0.003 0.205
C 2.905 0.141 1.393 0.068 0.392 -0.139 0.206
C 3.742 0.144 2.509 -0.219 0.022 0.050 -0.420
C 5.056 0.542 2.370 0.063 0.040 -0.070 -0.708
N 1.546 -0.298 1.465 0.186 0.430 -0.476 1.584
N 1.239 -0.834 2.528 -0.407 -0.936 0.732 -0.860
C -0.001 -1.517 2.497 -0.048 0.057 0.051 -0.074
C -0.427 -2.126 3.654 0.047 -0.084 0.344 -0.673
C -1.611 -2.844 3.626 0.020 -0.016 0.132 -0.461
C -2.319 -2.931 2.441 -0.049 -0.021 -0.102 -0.999
C -1.823 -2.293 1.316 0.065 0.021 -0.017 -0.484
N -0.679 -1.612 1.345 -0.038 -0.047 0.219 0.661
H 6.577 1.222 1.013 -0.036 0.008 0.019 0.420
H 5.089 1.193 -0.960 -0.004 -0.006 0.010 0.464
H 2.740 0.482 -0.721 -0.008 0.030 -0.016 0.188
H 3.347 -0.159 3.468 0.037 0.006 0.012 0.476
H 5.708 0.555 3.233 -0.014 -0.007 -0.022 0.417
H 0.173 -2.023 4.549 -0.051 -0.018 -0.028 0.581
H -1.980 -3.326 4.522 0.021 0.008 -0.010 0.439
H -3.250 -3.479 2.385 0.024 0.031 -0.022 0.489
H -2.338 -2.306 0.366 0.001 0.014 0.000 0.678
C 2.042 -6.931 -2.523 0.028 0.069 0.022 -1.429
C 1.109 -5.839 -2.114 0.220 -0.035 0.012 0.725
C -0.240 -5.850 -2.300 -0.142 -0.087 -0.066 -1.025
C -0.979 -4.742 -1.851 -0.043 0.184 0.106 0.965
N -0.419 -3.705 -1.241 0.084 -0.172 0.050 0.056
C 0.913 -3.682 -1.070 -0.276 0.144 -0.090 -0.037
S 1.753 -2.397 -0.371 0.109 -0.042 0.018 -0.418
N 1.647 -4.752 -1.516 0.011 -0.018 0.018 0.090
C -2.460 -4.674 -2.053 0.048 0.034 0.015 -1.256
H 1.492 -7.764 -2.951 -0.009 0.005 -0.002 0.366
H 2.608 -7.288 -1.661 -0.016 -0.003 -0.011 0.369
H 2.755 -6.564 -3.264 -0.020 0.000 0.007 0.355
H -0.721 -6.689 -2.781 0.012 0.033 0.018 0.396
H 2.648 -4.690 -1.384 0.025 -0.012 0.008 0.323
H -2.863 -5.599 -2.459 0.010 0.010 0.009 0.408
H -2.684 -3.854 -2.737 0.010 -0.010 0.014 0.283
H -2.950 -4.447 -1.105 0.009 -0.015 -0.022 0.251
```
Forces are in eV/Å.